Formula: H3OPS2
Source: the OMol25 dataset
Level of theory: ωB97M-V with the def2-TZVPD basis set

The geometry in XYZ format:
```
7
Properties=species:S:1:pos:R:3
O -1.757 0.672 -0.953
P -0.419 0.548 -1.580
S -1.761 3.196 -2.393
S -2.839 2.259 -1.205
H -1.606 -2.387 -0.357
H -0.615 1.366 -2.707
H -1.331 -3.000 0.048
```

Calculated values
**Net charge**: 0
**Orbital gap (spin up / spin down)**: 0.244 / 0.285 hartree
**Spin multiplicity**: 3

***

Formula: H3OS
Source: the OMol25 dataset
Level of theory: ωB97M-V with the def2-TZVPD basis set

The geometry in XYZ format:
```
5
Properties=species:S:1:pos:R:3
S 0.552 0.554 -0.927
H 0.288 -0.713 -1.312
H -0.805 -0.698 0.855
H -0.985 -1.779 1.913
O -1.065 -0.828 1.790
```

Calculated values
**Net charge**: -1
**Orbital gap**: 0.254 hartree

***

Formula: H3PS
Source: the OMol25 dataset
Level of theory: ωB97M-V with the def2-TZVPD basis set

The geometry in XYZ format:
```
5
Properties=species:S:1:pos:R:3
P 0.700 0.085 0.258
S -1.408 0.139 0.004
H 0.913 1.495 0.087
H 0.682 -0.244 -1.201
H -1.511 -1.668 0.428
```

Calculated values
**Net charge**: 0
**Orbital gap**: 0.312 hartree

***

Calculated molecular weight (g mol⁻¹), listed in the same order as above: 114.13, 51.09, 66.06
Calculated strongest force on any atom (eV/Å), listed in the same order as above: 5.23, 0.68, 4.28